{
  "formula": "C6H13N2S2",
  "method": "ωB97M-V/def2-TZVPD",
  "elements": ["C", "C", "C", "C", "C", "C", "N", "N", "S", "S", "H", "H", "H", "H", "H", "H", "H", "H", "H", "H", "H", "H", "H"],
  "coordinates": [[0.6389, -3.0219, 0.8434], [0.6714, -0.7887, 0.9626], [-0.0426, 1.4265, 1.1749], [2.3159, -1.9052, -0.3827], [0.7855, 1.3523, -2.1153], [-4.2714, 1.9651, 0.6356], [0.2583, 0.2726, 0.4201], [1.1053, -1.9366, 0.4106], [-0.3426, 0.1122, -1.3073], [-3.5504, 0.5456, 0.5961], [1.1199, -3.9978, 0.6432], [0.4668, 2.1546, 0.4429], [-1.2168, 1.4573, 1.2033], [0.3855, 1.4088, 2.2215], [2.1281, -1.2281, -1.2129], [3.0998, -1.4409, 0.2077], [2.5689, -2.8779, -0.7066], [0.4430, 2.3334, -2.3421], [0.8893, 0.7640, -3.0605], [1.7092, 1.3708, -1.5087], [-4.3445, 2.5300, 1.5795], [-4.6920, 2.6375, -0.2588], [-0.1254, -3.1338, 1.5532]],
  "forces_ev_per_angstrom": [[0.6, -3.7, -0.2], [0.4, 2.2, 3.0], [-1.2, 2.1, -0.4], [0.4, 1.7, -0.5], [0.3, -2.5, -0.2], [-0.7, 2.5, -1.0], [-0.5, -3.7, -2.2], [0.0, -0.5, -0.6], [0.6, 1.7, 0.8], [-0.2, -0.2, -0.4], [-0.1, 0.9, -0.6], [-1.3, 0.3, 1.9], [2.3, 0.7, 0.0], [-0.3, -0.1, -1.5], [0.0, -0.2, -0.2], [0.1, -0.2, 0.2], [0.3, -0.9, -0.3], [-0.8, 0.6, 0.2], [0.6, 0.9, 0.5], [-0.3, 0.0, -0.7], [-0.1, -0.4, -0.3], [0.9, -2.0, 1.6], [-1.1, 0.8, 0.8]],
  "mulliken_charge": [-0.11, -0.33, -0.43, -0.74, -0.91, -0.27, 0.12, 0.25, 0.10, -0.19, 0.20, 0.27, 0.03, 0.29, 0.23, 0.36, 0.33, 0.35, 0.34, 0.33, 0.27, 0.24, 0.30],
  "relative_energy_kj_mol": 613.11,
  "e_lumo_ev": [-4.3, -4.3],
  "mol_weight_g_mol": 177.32,
  "charge": 1,
  "homo_lumo_gap_ev": [7.25, 7.25],
  "largest_force_ev_per_a": 4.37,
  "e_tot_ev": -31071.299
}